DFT (the ωB97M-V functional and the def2-TZVPD basis) results for a cluster of 15 separate species, C90H204F30N10O2P5 in total at a distorted geometry.

The geometry in ORCA input format:
```
! RIJCOSX wB97M-V def2-TZVPD def2/J DEFGRID3
* xyz 5 1
P -1.340 1.121 5.025
P -4.806 -1.021 1.655
P 2.832 -3.051 -0.151
P -1.122 4.546 0.055
P 1.398 2.583 -7.211
F -5.385 -2.516 1.719
F 2.672 -2.019 1.031
F 3.113 -4.098 -1.361
F -5.057 -1.004 0.074
F -3.332 -1.568 1.516
F -1.934 3.544 -0.864
F -0.219 1.506 6.136
F -0.775 -0.318 4.931
F -6.301 -0.324 1.911
F 3.525 -4.136 0.858
F -4.555 -0.963 3.260
F 1.075 3.153 -8.715
F -2.156 4.230 1.255
F -2.140 5.709 -0.382
F -2.407 0.577 6.095
F 1.362 -3.674 0.114
F -0.051 4.866 -1.112
F -0.264 1.658 3.914
F -0.160 3.301 0.514
F -1.904 2.610 5.172
F 4.253 -2.355 -0.452
F 2.560 1.592 -7.878
F 0.453 1.253 -7.392
F -2.381 0.893 3.779
F -4.239 0.496 1.595
F 2.595 3.629 -6.997
F -0.311 5.623 0.984
F 2.056 -2.087 -1.249
F 1.672 2.149 -5.641
F 0.119 3.489 -6.729
O -1.361 0.181 -1.714
O -5.656 3.657 2.353
N 3.191 -4.370 5.636
N -5.418 2.170 -3.035
N -0.663 8.528 -3.772
N -5.057 1.753 4.043
N 6.619 0.700 -0.557
N -4.048 -3.989 5.124
N -1.430 1.015 1.110
N 0.135 5.827 4.909
N 0.280 -6.071 -3.319
N 3.414 -1.667 -5.717
C -4.592 -0.191 -3.388
C -1.039 -4.146 -3.353
C -0.672 5.015 -4.275
C 5.994 -1.832 6.811
C -4.876 3.441 5.952
C 0.331 4.830 6.040
C 1.839 -7.268 7.959
C 4.483 -3.554 5.797
C -3.457 -6.024 1.835
C -4.260 1.222 -3.049
C 5.379 -0.020 1.592
C -3.104 -4.989 0.753
C -6.419 1.565 -2.089
C 5.669 0.293 -1.642
C 5.019 -2.880 -4.101
C -1.548 3.778 -4.354
C -0.841 7.444 -4.786
C -2.543 9.854 -4.430
C 1.383 -2.511 -6.697
C -5.030 3.577 -2.702
C 5.495 1.304 -6.441
C -8.537 1.528 -0.832
C 2.159 -6.770 9.334
C -0.235 0.304 -2.582
C 1.769 -4.551 3.642
C -3.653 -2.809 7.194
C 2.420 7.450 -1.661
C 3.086 5.290 1.537
C 4.441 0.443 2.715
C 3.290 4.713 2.954
C 1.421 5.975 4.116
C -4.041 -5.026 6.228
C 0.148 -6.954 -0.956
C 4.000 -0.337 -5.726
C -0.441 -6.879 -2.350
C 2.033 -3.398 5.634
C 0.217 8.195 -2.579
C -5.743 4.636 1.363
C -7.727 2.333 -1.902
C 3.101 -5.112 4.326
C -4.275 -4.205 7.521
C -1.260 -0.608 -0.586
C 1.784 -7.978 -3.705
C -2.034 8.997 -3.283
C -5.418 3.099 4.576
C 2.018 4.557 3.744
C 3.232 -8.574 -3.876
C -5.419 4.397 -3.926
C -3.404 -1.037 -3.915
C 7.590 -0.371 -0.233
C -0.107 9.646 -4.522
C -6.512 3.648 -4.635
C -0.422 -6.164 -4.676
C -3.477 -4.417 3.844
C 0.363 -4.620 -2.895
C 3.125 1.007 2.264
C 5.120 -5.403 -3.852
C -0.304 -8.266 -0.278
C -1.213 6.648 6.674
C -0.572 -0.086 0.656
C 5.885 -4.183 -4.059
C 6.085 2.649 -1.843
C -0.328 -1.210 1.651
C 2.738 -1.852 -7.068
C 4.961 -0.027 -6.838
C -5.152 4.145 3.541
C -0.786 5.166 7.067
C 1.660 7.896 -2.903
C 3.063 -5.317 6.815
C 3.240 -10.085 -4.010
C -3.044 -0.616 -5.335
C 4.353 -2.805 -5.519
C 4.610 -2.529 6.933
C -0.217 7.050 5.599
C -1.549 6.262 -4.227
C 1.751 -6.532 -3.507
C 1.000 -4.006 4.792
C -5.929 2.222 -4.472
C 2.283 -1.704 -4.645
C 5.892 1.148 0.709
C -3.237 -2.835 5.738
C 0.991 -1.625 -5.524
C -1.204 -4.815 -4.677
C -5.433 -3.532 4.951
C -4.268 -5.503 3.035
C 1.804 -6.109 6.922
C -1.277 10.470 -5.111
C 5.080 1.560 -2.194
C 7.243 1.918 -1.171
C -0.992 5.389 4.039
H -2.131 -1.112 -5.699
H 2.463 -0.855 -7.443
H -4.596 -6.298 3.698
H 1.363 -6.475 5.995
H -0.572 7.804 4.914
H -0.361 5.133 8.057
H -0.805 -4.223 -5.497
H 2.687 0.426 1.490
H -3.332 -3.559 3.203
H 2.677 4.657 0.773
H -0.015 4.967 -5.133
H -9.544 1.874 -0.538
H -1.418 7.849 -5.624
H 2.135 6.599 4.723
H 4.432 -0.178 -7.793
H -4.533 4.562 -4.574
H -0.068 -0.841 2.640
H 0.053 -9.230 -0.659
H 6.183 -0.590 2.016
H -5.341 -4.089 7.690
H -5.387 -0.206 -4.136
H 0.392 0.330 0.404
H -5.811 5.352 -3.639
H -0.622 -7.891 -2.733
H 3.714 -3.705 -5.649
H 6.510 3.233 -2.645
H 1.939 -3.818 2.855
H -6.081 -4.383 4.728
H -2.184 6.639 6.225
H 2.071 -5.998 -4.407
H -5.757 -3.108 5.879
H -0.258 7.345 -2.048
H -1.198 6.109 3.225
H 2.387 -7.563 10.033
H -2.862 -2.579 7.917
H 1.278 -5.475 3.272
H -4.045 4.236 3.446
H 6.030 1.841 -7.207
H -5.884 1.358 -1.154
H -3.525 1.629 -3.738
H 6.137 1.082 -5.567
H -6.305 4.231 0.500
H -1.078 -3.079 -3.396
H 4.202 -0.424 3.383
H 0.718 -4.610 -1.866
H -5.596 5.112 3.827
H 2.517 -0.965 -3.872
H -6.348 5.467 1.708
H -2.193 3.875 -5.236
H 0.270 3.825 5.562
H -4.421 -2.087 7.403
H 4.720 2.032 -6.057
H 1.924 6.575 -1.269
H 1.262 3.990 3.170
H 1.727 -3.130 6.670
H 3.924 -5.960 6.609
H -5.650 1.087 4.549
H -3.699 -2.078 -3.862
H 4.895 1.206 3.316
H 6.077 -1.391 5.839
H 4.084 5.586 1.195
H 5.589 -1.950 -4.033
H -0.580 4.508 3.533
H 2.735 -10.487 -3.085
H -6.682 0.632 -2.619
H -3.916 3.916 5.745
H 7.987 1.578 -1.912
H 3.751 -8.108 -4.714
H 1.233 -6.778 -0.884
H 5.062 1.737 0.325
H 0.454 1.132 -2.359
H 6.611 1.787 1.243
H 1.313 4.972 6.489
H 7.054 -1.285 -0.061
H 5.683 3.428 -1.198
H -8.696 0.522 -1.231
H 3.803 3.739 2.818
H 1.439 -3.602 -6.456
H -1.390 -8.280 -0.434
H -2.283 -0.853 -0.287
H 0.627 -1.533 1.207
H 0.133 -1.967 -5.007
H 4.834 -0.737 0.983
H -6.621 1.398 -4.576
H 1.159 6.515 3.199
H 0.638 7.496 6.059
H -3.838 -0.801 -6.047
H 1.724 7.027 -3.536
H 0.739 -2.461 -7.558
H 3.938 -4.853 3.656
H -1.890 9.584 -2.350
H 5.226 -4.392 5.907
H 5.088 -2.779 -6.331
H 2.557 -8.044 7.652
H 6.579 -4.050 -3.273
H -5.726 3.844 -1.864
H -1.689 4.542 7.047
H 0.152 7.151 -5.154
H -0.300 -6.107 -0.373
H 0.367 -4.805 5.199
H 2.601 -10.389 -4.888
H 6.280 -0.228 -2.365
H -0.986 2.853 -4.563
H -4.728 -5.865 6.027
H -7.607 3.349 -1.572
H 3.846 -1.737 6.871
H -1.948 6.394 -3.188
H 0.223 -3.281 4.577
H 2.358 -2.433 5.150
H -5.182 1.710 3.066
H -1.151 1.349 2.029
H -2.173 -2.970 5.693
H 8.210 -0.088 0.600
H 6.868 -2.408 7.042
H -2.644 8.125 -3.088
H -2.482 6.138 -4.764
H 4.078 1.749 -1.807
H -5.531 -2.869 4.103
H 6.034 -1.030 7.555
H -0.186 -8.214 0.816
H 0.455 10.241 -3.776
H 5.648 -6.262 -4.197
H 3.699 -8.232 -2.933
H 3.147 0.347 -5.805
H -5.048 -0.633 -2.535
H 2.495 8.223 -0.937
H 4.002 5.338 3.524
H -7.874 1.409 0.052
H 2.155 3.867 4.586
H -3.006 -5.427 6.215
H 6.507 -4.203 -4.962
H -4.861 2.627 6.631
H -1.279 11.511 -4.895
H -4.761 4.964 0.963
H -6.568 3.852 -5.695
H -8.259 2.372 -2.827
H 4.975 -0.449 -1.202
H -5.074 2.077 -5.129
H -1.356 1.814 0.470
H 0.032 4.924 -3.412
H 2.576 6.255 1.626
H 3.396 -2.413 -7.677
H -3.974 -4.604 0.222
H 0.888 -0.592 -5.877
H 4.358 -2.819 -3.253
H -0.754 -1.549 -0.846
H -7.508 3.731 -4.111
H -1.341 10.369 -6.175
H -1.440 -6.448 -2.215
H 5.820 -0.710 -6.874
H 4.726 -3.082 4.887
H -1.892 5.135 4.583
H 0.303 -0.673 -2.653
H -2.574 -4.131 1.168
H 1.330 -6.201 9.792
H 1.457 -8.462 -2.802
H -3.791 1.282 -2.044
H -4.008 -6.788 1.345
H -2.802 0.432 -5.314
H 3.432 7.244 -1.988
H -2.581 -0.927 -3.219
H -3.896 -4.749 8.403
H 4.238 -5.355 -4.502
H 2.212 8.773 -3.301
H -2.558 -6.570 2.273
H 0.185 9.109 -2.035
H -3.064 9.258 -5.192
H -2.499 -4.858 4.058
H -2.485 -5.455 -0.007
H -0.995 -7.058 -4.712
H 4.541 -0.236 -4.749
H -0.586 0.403 -3.605
H 1.134 -8.249 -4.543
H 1.023 -5.394 7.299
H -3.170 10.627 -4.088
H -5.133 -4.996 2.594
H 4.209 -10.545 -4.060
H -2.272 -4.991 -4.856
H 3.318 -4.718 7.676
H 8.238 -0.592 -1.079
H 4.579 -2.997 7.933
H 3.026 -6.157 4.516
H 7.756 2.554 -0.464
H 3.288 2.023 1.857
H -1.108 -1.999 1.685
H 0.403 -6.227 -5.391
H 0.875 -7.753 7.894
H -1.851 -4.518 -2.696
H -5.523 4.194 6.373
H -3.496 -1.954 5.170
H -2.099 3.509 -3.465
H 2.446 1.093 3.102
H 4.967 1.624 -3.268
H 3.033 -6.113 9.367
H 4.731 -5.461 -2.846
H -1.253 7.263 7.553
H -3.997 3.585 -2.332
H 1.113 -4.140 -3.524
H 2.292 -6.143 -2.630
H -4.079 1.521 4.158
H 2.435 -2.652 -4.117
H -2.371 0.694 1.157
H 0.551 9.318 -5.310
H -6.519 3.103 4.514
*
```

Values from the calculation:
* LUMO: -7.406 eV
* orbital gap: 10.80 eV

Atomic partial charges in e from the Mulliken method, atoms 1 to 4: P 1.951; P 1.311; P 1.062; P 2.231